Entry 1:
{
  "formula": "C34H41ClCrN4P2",
  "method": "ωB97M-V with the def2-TZVPD basis set",
  "multiplicity": 5,
  "max_force_ha_per_bohr": 0.076,
  "total_charge": 0,
  "homo_ev": [-7.0181, -7.7126],
  "orbital_gap_ev": [7.24, 7.66],
  "s_squared": 6.05,
  "species": ["Cr", "C", "C", "C", "C", "C", "C", "C", "C", "C", "H", "H", "H", "H", "H", "H", "H", "H", "H", "H", "H", "H", "H", "H", "H", "P", "P", "N", "N", "N", "N", "C", "C", "C", "C", "C", "C", "C", "C", "C", "C", "C", "C", "C", "C", "C", "C", "C", "C", "H", "H", "H", "H", "H", "H", "H", "H", "H", "H", "H", "H", "H", "H", "H", "H", "H", "H", "H", "H", "Cl", "C", "C", "C", "C", "C", "C", "C", "H", "H", "H", "H", "H", "H"],
  "xyz": [[0.23, -0.42, 3.10], [-1.19, 1.58, 3.08], [-1.38, 0.68, 2.02], [-0.75, 0.87, 0.66], [0.56, 0.10, 0.45], [1.63, 0.27, 1.50], [1.77, 1.40, 2.31], [1.02, 2.67, 2.20], [-0.34, 2.79, 3.00], [1.67, -1.74, 3.73], [-1.88, 1.54, 3.92], [-2.17, -0.08, 2.08], [-0.63, 1.93, 0.40], [-1.48, 0.47, -0.07], [0.35, -0.98, 0.33], [0.96, 0.46, -0.52], [2.42, -0.49, 1.49], [2.66, 1.41, 2.95], [0.85, 2.98, 1.16], [1.65, 3.46, 2.64], [-0.11, 3.12, 4.02], [-0.89, 3.63, 2.55], [2.55, -1.27, 4.19], [2.00, -2.27, 2.82], [1.25, -2.47, 4.44], [1.58, -0.77, -2.26], [-2.12, -0.05, -2.15], [2.95, 0.29, -2.63], [2.17, -2.07, -3.34], [-2.24, 1.60, -2.77], [-3.63, -0.62, -2.95], [0.43, 0.00, -3.46], [-0.96, -0.68, -3.44], [4.04, 0.39, -1.77], [5.03, 1.14, -2.39], [4.55, 1.49, -3.69], [3.27, 0.95, -3.82], [2.44, -3.36, -2.87], [2.85, -4.16, -3.94], [2.84, -3.32, -5.11], [2.44, -2.05, -4.71], [-2.74, 2.65, -1.98], [-2.58, 3.85, -2.67], [-1.97, 3.54, -3.93], [-1.81, 2.16, -3.97], [-4.37, -0.10, -4.03], [-5.28, -1.07, -4.45], [-5.07, -2.23, -3.64], [-4.06, -1.93, -2.74], [0.83, -0.09, -4.48], [0.36, 1.07, -3.24], [-1.43, -0.59, -4.44], [-0.87, -1.76, -3.24], [3.99, -0.08, -0.79], [5.99, 1.40, -1.97], [5.06, 2.08, -4.44], [2.58, 0.99, -4.65], [2.34, -3.58, -1.82], [3.11, -5.20, -3.90], [3.09, -3.61, -6.12], [2.35, -1.15, -5.30], [-3.16, 2.44, -1.00], [-2.85, 4.83, -2.32], [-1.69, 4.24, -4.69], [-1.40, 1.54, -4.76], [-4.23, 0.90, -4.39], [-5.99, -0.97, -5.26], [-5.60, -3.17, -3.71], [-3.61, -2.53, -1.96], [0.99, 0.90, 5.16], [0.18, 0.00, 6.43], [0.50, 0.25, 7.77], [-0.05, -0.56, 8.77], [-0.92, -1.59, 8.41], [-1.26, -1.79, 7.07], [-0.72, -0.99, 6.03], [-1.06, -1.16, 4.59], [1.18, 1.07, 8.02], [0.20, -0.38, 9.82], [-1.35, -2.24, 9.18], [-1.96, -2.59, 6.80], [-1.10, -2.23, 4.32], [-2.05, -0.72, 4.37]]
}


Entry 2:
{
  "formula": "C4H7NO2",
  "method": "ωB97M-V with the def2-TZVPD basis set",
  "max_force_ha_per_bohr": 0.039,
  "total_charge": 0,
  "homo_ev": -7.7813,
  "orbital_gap_ev": 8.40,
  "smiles": "[O-]/C=C1\\[NH2+]C[C@@H]1O",
  "species": ["O", "C", "C", "N", "C", "C", "O", "H", "H", "H", "H", "H", "H", "H"],
  "xyz": [[2.52, 0.67, 0.59], [1.84, -0.34, 0.38], [0.68, -0.33, -0.40], [0.22, 1.13, -0.70], [-1.14, 0.75, -0.23], [-0.73, -0.74, -0.11], [-0.85, -1.29, 1.18], [2.14, -1.33, 0.77], [0.80, 1.81, -0.17], [0.56, 0.74, -1.59], [-1.30, 1.16, 0.78], [-1.96, 1.05, -0.89], [-1.21, -1.39, -0.86], [-1.67, -1.79, 1.23]]
}


Entry 3:
{
  "formula": "C26H41N3O2",
  "method": "ωB97M-V with the def2-TZVPD basis set",
  "max_force_ha_per_bohr": 0.009,
  "total_charge": 0,
  "homo_ev": -8.1723,
  "orbital_gap_ev": 8.94,
  "smiles": "CCCC[C@@H](CNC)NC[C@H](Cc1ccc(O)cc1)NCCc1ccc(OCC)cc1",
  "species": ["C", "C", "C", "C", "C", "C", "N", "C", "N", "C", "C", "C", "C", "C", "C", "C", "O", "C", "C", "N", "C", "C", "C", "C", "C", "C", "O", "C", "C", "C", "C", "H", "H", "H", "H", "H", "H", "H", "H", "H", "H", "H", "H", "H", "H", "H", "H", "H", "H", "H", "H", "H", "H", "H", "H", "H", "H", "H", "H", "H", "H", "H", "H", "H", "H", "H", "H", "H", "H", "H", "H", "H"],
  "xyz": [[-2.86, -2.12, 5.85], [-2.96, -0.94, 4.89], [-2.85, -1.38, 3.43], [-2.97, -0.21, 2.47], [-2.79, -0.63, 1.00], [-4.14, -0.99, 0.38], [-5.05, 0.13, 0.46], [-6.25, -0.06, -0.33], [-2.19, 0.46, 0.23], [-0.77, 0.64, 0.43], [0.12, -0.41, -0.25], [1.50, -0.49, 0.46], [1.34, -1.02, 1.85], [1.39, -0.18, 2.96], [1.16, -0.66, 4.23], [0.88, -2.00, 4.43], [0.64, -2.52, 5.67], [0.83, -2.86, 3.33], [1.06, -2.37, 2.06], [0.18, -0.11, -1.66], [0.67, -1.16, -2.53], [0.68, -0.67, -3.98], [1.68, 0.43, -4.16], [1.30, 1.77, -4.12], [2.23, 2.78, -4.22], [3.58, 2.48, -4.38], [4.42, 3.55, -4.47], [5.81, 3.33, -4.62], [6.49, 4.68, -4.69], [3.98, 1.15, -4.43], [3.03, 0.14, -4.32], [-2.94, -1.78, 6.88], [-1.91, -2.63, 5.72], [-3.66, -2.83, 5.66], [-3.92, -0.44, 5.04], [-2.17, -0.22, 5.11], [-1.88, -1.87, 3.29], [-3.63, -2.12, 3.22], [-3.94, 0.27, 2.57], [-2.21, 0.54, 2.72], [-2.16, -1.54, 0.98], [-3.97, -1.32, -0.66], [-4.58, -1.83, 0.92], [-4.56, 0.97, 0.16], [-6.88, 0.83, -0.25], [-6.80, -0.91, 0.07], [-6.05, -0.26, -1.40], [-2.34, 0.29, -0.76], [-0.58, 0.64, 1.51], [-0.51, 1.63, 0.04], [-0.36, -1.40, -0.15], [1.94, 0.51, 0.47], [2.15, -1.15, -0.11], [1.61, 0.87, 2.82], [1.21, 0.01, 5.08], [0.68, -1.82, 6.33], [0.61, -3.90, 3.50], [1.02, -3.04, 1.22], [0.71, 0.74, -1.81], [0.00, -2.02, -2.43], [1.69, -1.50, -2.27], [0.93, -1.52, -4.63], [-0.32, -0.32, -4.23], [0.25, 2.02, -4.00], [1.93, 3.81, -4.19], [5.99, 2.76, -5.55], [6.20, 2.75, -3.77], [7.56, 4.56, -4.81], [6.10, 5.25, -5.53], [6.29, 5.24, -3.78], [5.02, 0.88, -4.55], [3.35, -0.89, -4.36]]
}


Entry 4:
{
  "formula": "C12H22BMoN4O2S2SbSe4",
  "method": "ωB97M-V with the def2-TZVPD basis set",
  "max_force_ha_per_bohr": 0.036,
  "total_charge": 0,
  "homo_ev": [-6.8122, -6.8125],
  "orbital_gap_ev": [6.21, 6.21],
  "species": ["Mo", "B", "N", "C", "C", "C", "N", "N", "C", "C", "C", "N", "H", "H", "H", "H", "H", "H", "H", "H", "Se", "Sb", "Se", "Se", "Se", "C", "S", "C", "O", "H", "H", "H", "H", "H", "H", "O", "S", "C", "C", "C", "C", "H", "H", "H", "H", "H", "H", "H", "H"],
  "xyz": [[-0.58, -0.51, -1.56], [0.63, 2.29, -2.41], [1.64, 1.15, -2.72], [2.90, 1.22, -3.16], [3.52, 0.01, -2.93], [2.55, -0.78, -2.33], [1.42, -0.08, -2.21], [0.49, 2.31, -0.86], [0.81, 3.22, 0.06], [0.61, 2.69, 1.32], [0.14, 1.40, 1.07], [0.05, 1.18, -0.24], [-0.46, 2.04, -2.88], [1.10, 3.34, -2.76], [3.27, 2.13, -3.61], [4.53, -0.28, -3.18], [2.60, -1.79, -1.97], [1.19, 4.18, -0.25], [0.80, 3.14, 2.28], [-0.16, 0.77, 2.83], [0.85, -2.11, 0.21], [-0.47, -3.19, -1.51], [-1.11, -0.94, -3.89], [0.54, -2.20, -5.00], [1.21, -3.79, -3.41], [-2.72, -1.97, 1.33], [-2.22, -0.72, 0.18], [-3.10, 0.69, 0.82], [-2.89, -1.03, -1.15], [-3.80, -2.05, 1.25], [-2.41, -1.67, 2.33], [-2.22, -2.90, 1.06], [-2.81, 0.87, 1.85], [-4.16, 0.46, 0.73], [-2.84, 1.53, 0.19], [-0.19, 0.42, 1.93], [-1.26, 2.02, 4.57], [-1.09, 3.84, 4.59], [0.09, 4.14, 5.52], [0.00, 3.14, 6.66], [-0.17, 1.76, 6.02], [-2.01, 4.27, 4.97], [-0.93, 4.19, 3.57], [0.05, 5.17, 5.87], [1.03, 4.00, 4.98], [-0.87, 3.37, 7.29], [0.89, 3.16, 7.29], [-0.64, 1.04, 6.69], [0.78, 1.37, 5.69]]
}


Entry 5:
{
  "formula": "C5H11NO2",
  "method": "ωB97M-V with the def2-TZVPD basis set",
  "multiplicity": 2,
  "max_force_ha_per_bohr": 0.087,
  "total_charge": 1,
  "homo_ev": [-15.4822, -15.4370],
  "orbital_gap_ev": [12.15, 6.39],
  "s_squared": 0.76,
  "species": ["O", "C", "O", "C", "C", "C", "C", "N", "H", "H", "H", "H", "H", "H", "H", "H", "H", "H", "H"],
  "xyz": [[-2.30, 0.14, -1.37], [-1.31, 0.78, -1.26], [-1.36, 2.20, -1.26], [0.11, 0.25, -0.99], [0.28, 0.25, 0.62], [-0.64, -0.67, 1.50], [1.75, -0.21, 0.89], [0.27, -1.06, -1.63], [-2.27, 2.43, -1.42], [0.88, 0.99, -1.18], [0.05, 1.27, 0.77], [-1.25, -0.11, 2.28], [-1.37, -1.22, 0.90], [-0.08, -1.30, 2.05], [2.31, 0.73, 1.05], [1.65, -0.72, 1.81], [2.23, -0.83, 0.21], [-0.16, -1.82, -1.05], [1.21, -1.11, -1.94]]
}


Entry 6:
{
  "formula": "C27H19FN3O10PTi",
  "method": "ωB97M-V with the def2-TZVPD basis set",
  "max_force_ha_per_bohr": 0.035,
  "total_charge": -2,
  "homo_ev": [0.7810, 0.7816],
  "orbital_gap_ev": [3.39, 3.39],
  "species": ["Ti", "O", "C", "O", "C", "C", "C", "C", "C", "N", "C", "O", "O", "H", "H", "H", "O", "C", "O", "C", "P", "C", "C", "C", "C", "C", "C", "C", "C", "C", "C", "C", "C", "H", "H", "H", "H", "H", "H", "H", "H", "H", "H", "H", "H", "F", "C", "C", "N", "C", "C", "O", "O", "C", "O", "N", "C", "O", "H", "H", "H", "H"],
  "xyz": [[-1.87, 1.10, -0.58], [-1.49, 3.39, -3.78], [-1.78, 2.93, -2.68], [-1.93, 1.66, -2.40], [-1.97, 3.75, -1.46], [-1.75, 5.10, -1.28], [-1.90, 5.66, 0.00], [-2.23, 4.81, 1.09], [-2.40, 3.47, 0.87], [-2.31, 2.94, -0.40], [-2.53, 2.37, 1.85], [-2.82, 2.52, 3.03], [-2.28, 1.21, 1.27], [-1.46, 5.71, -2.13], [-1.72, 6.71, 0.16], [-2.31, 5.19, 2.10], [-4.41, -1.94, -1.43], [-3.43, -1.22, -1.30], [-3.44, -0.01, -0.86], [-2.04, -1.78, -1.65], [-0.91, -1.33, -0.25], [-1.55, -2.52, 1.00], [-2.66, -2.10, 1.74], [-3.22, -2.92, 2.70], [-2.66, -4.17, 2.96], [-1.55, -4.58, 2.25], [-1.00, -3.77, 1.27], [0.68, -2.14, -0.66], [0.94, -2.79, -1.86], [2.19, -3.35, -2.10], [3.19, -3.27, -1.14], [2.94, -2.61, 0.06], [1.70, -2.04, 0.29], [-1.67, -1.26, -2.53], [-2.09, -2.85, -1.82], [-3.07, -1.10, 1.57], [-4.08, -2.59, 3.27], [-3.09, -4.81, 3.72], [-1.10, -5.55, 2.47], [-0.13, -4.11, 0.72], [0.18, -2.85, -2.62], [2.38, -3.85, -3.04], [4.17, -3.70, -1.33], [3.72, -2.54, 0.81], [1.50, -1.52, 1.22], [3.02, 1.53, 3.24], [3.43, 1.30, 1.98], [2.62, 1.62, 0.96], [2.99, 1.41, -0.35], [2.08, 1.80, -1.43], [0.68, 1.22, -1.22], [0.29, 0.29, -1.94], [-0.01, 1.74, -0.29], [4.23, 0.88, -0.66], [4.63, 0.71, -1.80], [5.01, 0.57, 0.43], [4.73, 0.74, 1.79], [5.56, 0.42, 2.62], [1.62, 2.02, 1.11], [2.49, 1.42, -2.36], [2.00, 2.89, -1.46], [5.92, 0.19, 0.22]]
}